[1]
{
  "formula": "C55H58ClFO2S",
  "method": "wB97M-V/def2-TZVPD",
  "smiles": "O=C1C[C@@](S)(CCCCl)[C@@H](F)O1.c1ccccc1.c1ccccc1.c1ccccc1.c1ccccc1.c1ccccc1.c1ccccc1.c1ccccc1.c1ccccc1",
  "e_tot_ev": -88146.2622,
  "e_homo_ev": -9.2,
  "spin_multiplicity": 1,
  "fmax_ev_per_a": 0.6,
  "species": ["O", "C", "C", "C", "S", "C", "C", "C", "Cl", "C", "F", "O", "H", "H", "H", "H", "H", "H", "H", "H", "H", "H", "C", "C", "C", "C", "C", "C", "H", "H", "H", "H", "H", "H", "C", "C", "C", "C", "C", "C", "H", "H", "H", "H", "H", "H", "C", "C", "C", "C", "C", "C", "H", "H", "H", "H", "H", "H", "C", "C", "C", "C", "C", "C", "H", "H", "H", "H", "H", "H", "C", "C", "C", "C", "C", "C", "H", "H", "H", "H", "H", "H", "C", "C", "C", "C", "C", "C", "H", "H", "H", "H", "H", "H", "C", "C", "C", "C", "C", "C", "H", "H", "H", "H", "H", "H", "C", "C", "C", "C", "C", "C", "H", "H", "H", "H", "H", "H"],
  "xyz": [[1.5007, -2.8621, -1.5167], [1.4473, -1.8016, -2.0507], [0.3992, -0.6999, -1.9455], [0.4934, -0.0705, -3.3410], [-0.1379, -1.2807, -4.5764], [-0.0177, 1.3613, -3.5703], [-1.3006, 1.8243, -2.8526], [-2.5181, 0.8830, -2.8353], [-2.7710, 0.1813, -1.2104], [2.0354, -0.1452, -3.4644], [2.5997, 0.8038, -2.5953], [2.3983, -1.4046, -2.9821], [-0.5505, -1.1526, -1.6789], [0.7540, -0.0164, -1.1664], [-0.8427, -0.4103, -5.3032], [0.7935, 2.0320, -3.2690], [-0.1325, 1.5050, -4.6519], [-1.0699, 2.0983, -1.8193], [-1.6211, 2.7516, -3.3426], [-2.4444, 0.0550, -3.5381], [-3.4310, 1.4385, -3.0592], [2.4534, 0.0466, -4.4532], [6.2442, 1.3707, -1.0121], [5.4588, 2.1615, -1.8400], [5.7850, 3.4967, -2.0386], [6.8967, 4.0418, -1.4087], [7.6725, 3.2526, -0.5711], [7.3475, 1.9176, -0.3738], [5.9840, 0.3319, -0.8525], [4.5887, 1.7391, -2.3207], [5.1639, 4.1161, -2.6736], [7.1469, 5.0847, -1.5564], [8.5264, 3.6780, -0.0594], [7.9489, 1.3080, 0.2889], [-6.5049, -3.3772, 2.6731], [-7.0391, -2.3364, 1.9261], [-6.2290, -1.6200, 1.0571], [-4.8851, -1.9447, 0.9320], [-4.3506, -2.9823, 1.6829], [-5.1605, -3.6990, 2.5534], [-7.1377, -3.9392, 3.3477], [-8.0887, -2.0883, 2.0175], [-6.6459, -0.8100, 0.4713], [-4.2570, -1.3927, 0.2448], [-3.3027, -3.2377, 1.5834], [-4.7445, -4.5108, 3.1360], [7.4331, 2.9643, 4.7672], [8.0691, 4.1290, 5.1745], [8.0789, 5.2406, 4.3426], [7.4497, 5.1884, 3.1056], [6.8152, 4.0230, 2.6990], [6.8085, 2.9119, 3.5296], [7.4192, 2.0965, 5.4151], [8.5551, 4.1712, 6.1407], [8.5761, 6.1485, 4.6591], [7.4557, 6.0558, 2.4576], [6.3245, 3.9762, 1.7360], [6.3118, 2.0036, 3.2104], [1.8291, 3.9499, -1.3579], [0.9532, 4.7458, -2.0842], [0.8398, 6.0992, -1.7958], [1.6068, 6.6587, -0.7840], [2.4876, 5.8656, -0.0612], [2.5981, 4.5127, -0.3475], [1.9239, 2.8946, -1.5797], [0.3568, 4.3162, -2.8788], [0.1539, 6.7180, -2.3600], [1.5195, 7.7139, -0.5596], [3.0889, 6.3025, 0.7256], [3.2868, 3.8929, 0.2134], [-7.4981, -6.8971, -1.2455], [-8.3224, -5.8422, -1.6127], [-7.8312, -4.5441, -1.6015], [-6.5171, -4.2990, -1.2285], [-5.6934, -5.3537, -0.8627], [-6.1844, -6.6522, -0.8696], [-7.8799, -7.9100, -1.2516], [-9.3477, -6.0311, -1.9056], [-8.4771, -3.7207, -1.8799], [-6.1365, -3.2877, -1.2183], [-4.6697, -5.1615, -0.5689], [-5.5423, -7.4748, -0.5814], [-10.9830, -3.8071, -5.5458], [-11.9058, -2.8561, -5.9586], [-11.8685, -1.5752, -5.4256], [-10.9062, -1.2443, -4.4818], [-9.9829, -2.1953, -4.0701], [-10.0222, -3.4776, -4.5998], [-11.0125, -4.8062, -5.9610], [-12.6545, -3.1133, -6.6967], [-12.5900, -0.8345, -5.7454], [-10.8759, -0.2448, -4.0674], [-9.2301, -1.9352, -3.3365], [-9.3025, -4.2195, -4.2767], [6.4629, -2.8951, 6.8383], [5.6469, -2.8789, 5.7155], [5.8680, -1.9483, 4.7099], [6.9075, -1.0361, 4.8274], [7.7246, -1.0525, 5.9491], [7.5013, -1.9816, 6.9557], [6.2898, -3.6208, 7.6224], [4.8386, -3.5929, 5.6236], [5.2302, -1.9337, 3.8352], [7.0824, -0.3112, 4.0419], [8.5371, -0.3424, 6.0377], [8.1370, -1.9943, 7.8315], [1.4364, -0.8797, 3.2170], [0.2727, -0.5668, 2.5277], [0.2373, 0.5472, 1.7007], [1.3648, 1.3457, 1.5587], [2.5288, 1.0305, 2.2468], [2.5640, -0.0816, 3.0770], [1.4654, -1.7473, 3.8634], [-0.6055, -1.1910, 2.6338], [-0.6678, 0.7958, 1.1591], [1.3358, 2.2147, 0.9125], [3.4084, 1.6529, 2.1376], [3.4704, -0.3258, 3.6164]]
}

***

[2]
{
  "formula": "C10H29BrNO7",
  "method": "wB97M-V/def2-TZVPD",
  "total_charge": -1,
  "relative_energy_kj_mol": 144.6,
  "e_tot_ev": -96702.5707,
  "e_homo_ev": -5.1,
  "spin_multiplicity": 1,
  "fmax_ev_per_a": 9.1,
  "species": ["Br", "C", "C", "O", "O", "H", "H", "H", "H", "H", "H", "C", "C", "O", "O", "H", "H", "H", "H", "H", "H", "C", "C", "O", "O", "H", "H", "H", "H", "H", "H", "C", "C", "C", "O", "C", "N", "H", "H", "H", "H", "H", "H", "H", "H", "H", "H", "H"],
  "xyz": [[0.2924, -0.1072, 2.2304], [-3.3196, 0.0598, -1.7146], [-2.5006, 0.0508, -0.4606], [-1.2426, -0.4122, -0.9206], [-4.5146, 0.3298, -1.4266], [-3.2136, -0.9062, -2.1666], [-2.9046, 0.8028, -2.3916], [-2.9476, -0.5302, 0.3094], [-2.4656, 1.0638, -0.0286], [-0.6396, -0.2252, -0.2146], [-4.8766, 1.0248, -1.9756], [-5.2056, -0.8042, 2.3424], [-3.9376, -0.1752, 2.7254], [-3.0166, -1.1582, 3.1144], [-6.0206, 0.0898, 1.9854], [-5.6156, -1.2652, 3.2664], [-5.0136, -1.4162, 1.5404], [-3.9586, 0.3018, 3.6664], [-3.4806, 0.5448, 2.0464], [-2.1206, -0.7942, 3.0864], [-6.0606, 0.7878, 2.6344], [2.2734, 3.8008, 0.9304], [1.7224, 2.7658, -0.0896], [0.3804, 2.2658, 0.2784], [3.4334, 4.1588, 0.5684], [2.2864, 3.3258, 1.8404], [1.5664, 4.6338, 0.7914], [2.2724, 1.8798, -0.1766], [1.8604, 3.2228, -1.0526], [0.5354, 1.7168, 1.0464], [3.9424, 3.4058, 0.2154], [3.3874, -1.4762, 0.5324], [2.3724, -1.3522, -0.5636], [2.9034, -1.9152, -1.8116], [4.0864, -1.3872, -2.2316], [4.6094, -1.8682, -3.4606], [1.1194, -1.9002, -0.2186], [4.3114, -0.9302, 0.4214], [3.7984, -2.4912, 0.4224], [2.9864, -1.4122, 1.5734], [2.2134, -0.2992, -0.7476], [2.1104, -1.5902, -2.5686], [2.8904, -3.0052, -1.8006], [5.4154, -1.1352, -3.8756], [3.9554, -1.8822, -4.3106], [5.1074, -2.8412, -3.4216], [0.8404, -1.5212, 0.7764], [0.3824, -1.4322, -0.7146]]
}

***

[3]
{
  "formula": "C22H25N5O4SV",
  "method": "wB97M-V/def2-TZVPD",
  "total_charge": 2,
  "relative_energy_kj_mol": 0.0,
  "e_tot_ev": -75367.2395,
  "e_homo_ev": [-14.5, -14.5],
  "spin_multiplicity": 4,
  "fmax_ev_per_a": 6.6,
  "species": ["V", "N", "C", "C", "N", "C", "C", "N", "C", "C", "N", "H", "H", "H", "H", "H", "H", "O", "S", "C", "C", "C", "C", "C", "C", "C", "C", "C", "C", "C", "C", "H", "H", "H", "H", "H", "H", "H", "H", "H", "H", "C", "N", "C", "C", "C", "O", "H", "H", "H", "H", "H", "H", "H", "H", "H", "O", "O"],
  "xyz": [[11.2044, 10.2543, 11.9137], [11.2282, 8.6104, 15.9827], [11.7567, 9.8567, 16.3971], [11.7786, 10.6520, 15.3181], [11.3821, 9.9385, 14.2043], [10.9765, 8.7601, 14.6481], [10.6014, 7.7985, 13.6786], [10.6649, 8.1991, 12.3978], [10.0667, 7.2159, 11.6520], [9.6405, 6.2259, 12.4646], [10.0200, 6.5936, 13.7575], [10.9905, 7.7976, 16.5133], [11.9765, 10.0840, 17.4390], [12.1126, 11.6909, 15.2335], [9.9932, 7.2522, 10.5749], [9.1327, 5.3167, 12.1975], [9.9512, 6.0745, 14.6303], [9.7923, 11.5815, 11.6355], [8.8620, 12.4252, 12.7151], [9.5662, 13.9955, 13.2122], [9.1372, 14.4564, 14.4882], [9.7412, 15.5197, 15.1220], [10.7739, 16.1873, 14.4409], [11.2194, 15.7533, 13.2109], [10.6278, 14.6283, 12.5917], [7.5312, 12.8958, 11.6579], [7.8744, 13.3583, 10.4125], [6.8805, 13.8350, 9.5697], [5.5428, 13.7064, 9.9011], [5.2170, 13.1803, 11.1550], [6.2088, 12.7582, 12.0449], [8.2728, 13.9737, 14.9234], [9.4146, 15.8491, 16.1025], [11.2985, 17.0042, 14.9339], [11.9903, 16.2970, 12.6335], [11.0554, 14.3689, 11.5947], [8.9130, 13.4176, 10.0973], [7.2043, 14.3434, 8.6438], [4.7610, 14.0430, 9.2423], [4.1663, 13.0093, 11.3331], [5.9485, 12.3774, 13.0122], [9.9640, 9.9193, 6.5431], [10.7107, 10.0809, 7.7782], [12.1364, 10.3648, 7.7062], [10.1720, 9.7973, 8.9702], [8.6972, 9.6159, 9.1122], [10.9735, 9.6553, 9.9492], [10.6232, 9.8907, 5.6390], [9.2342, 10.7667, 6.4202], [9.4722, 8.9289, 6.5662], [12.3538, 10.6549, 6.6591], [12.7226, 9.4909, 7.9995], [12.3584, 11.2008, 8.4098], [8.3390, 8.8881, 8.4185], [8.1880, 10.5606, 8.9785], [8.4430, 9.2391, 10.1347], [12.3138, 11.8943, 11.8237], [13.1265, 10.5766, 11.6076]]
}

***

[4]
{
  "formula": "C5H14NO2",
  "method": "wB97M-V/def2-TZVPD",
  "total_charge": -2,
  "relative_energy_kj_mol": 178.4,
  "e_tot_ev": -10991.6111,
  "e_homo_ev": [3.9, -1.0],
  "spin_multiplicity": 2,
  "fmax_ev_per_a": 4.3,
  "species": ["C", "C", "C", "C", "N", "C", "O", "H", "H", "H", "H", "H", "H", "H", "H", "H", "H", "H", "H", "H", "H", "O"],
  "xyz": [[-0.5517, 1.9048, 1.3333], [-0.1438, 0.5998, 0.6059], [0.0964, 0.8054, -0.8893], [-1.1649, 0.9841, -1.8227], [0.9448, -0.0992, 1.3170], [0.7998, -1.4993, 1.2728], [1.8663, -1.9564, 0.5887], [-1.5922, 1.8375, 1.6696], [-0.0148, 2.1340, 2.2917], [-0.4571, 2.7659, 0.6479], [-1.1294, -0.0951, 0.7466], [0.6724, 1.7423, -1.1185], [0.5033, -0.1439, -1.3795], [-1.3027, 1.9851, -2.2750], [-2.0902, 0.6918, -1.3670], [-1.2175, 0.3744, -2.6789], [1.6764, 0.2739, 0.7820], [0.8342, -2.1175, 2.1762], [-0.1881, -1.7535, 0.8929], [1.5443, -2.6502, -0.5022], [0.1235, -2.6063, -1.0092], [0.7910, -3.1777, -1.2822]]
}

***

[5]
{
  "formula": "C5H6N2",
  "method": "wB97M-V/def2-TZVPD",
  "smiles": "C=C/C(C#N)=N\\C",
  "relative_energy_kj_mol": 257.0,
  "e_tot_ev": -8259.6944,
  "e_homo_ev": -10.2,
  "spin_multiplicity": 1,
  "fmax_ev_per_a": 4.2,
  "species": ["C", "C", "C", "C", "C", "N", "N", "H", "H", "H", "H", "H", "H"],
  "xyz": [[0.1073, -0.2716, 1.9592], [1.7929, 1.1852, 0.2285], [0.4577, 1.1210, 0.0145], [-0.1444, -0.1466, 0.5310], [-1.3486, -1.1062, -1.2547], [0.0962, -0.3692, 3.1089], [-0.9142, -1.0874, 0.0919], [2.3297, 2.0624, -0.0580], [2.1935, 0.3614, 0.6946], [-0.2296, 1.8134, -0.4670], [-0.4391, -1.0833, -2.0470], [-2.1434, -0.3335, -1.3143], [-1.7578, -2.1456, -1.4877]]
}

***

[6]
{
  "formula": "Br2NO2S",
  "method": "wB97M-V/def2-TZVPD",
  "total_charge": -1,
  "relative_energy_kj_mol": 0.0,
  "e_tot_ev": -156505.5277,
  "e_homo_ev": -4.3,
  "spin_multiplicity": 1,
  "fmax_ev_per_a": 2.2,
  "species": ["N", "O", "O", "S", "Br", "Br"],
  "xyz": [[-0.5613, -1.0600, 0.4566], [1.5283, 0.2795, 0.2019], [-0.4503, 0.8710, -1.2214], [0.1106, 0.2755, -0.0372], [-0.1760, -2.2060, -0.8946], [-0.4513, 1.8400, 1.4948]]
}

***

[7]
{
  "formula": "C4H3I2P",
  "method": "wB97M-V/def2-TZVPD",
  "e_tot_ev": -29682.1537,
  "e_homo_ev": [-5.9, -9.7],
  "spin_multiplicity": 3,
  "fmax_ev_per_a": 6.6,
  "species": ["C", "C", "C", "C", "P", "I", "I", "H", "H", "H"],
  "xyz": [[-0.7314, -0.8789, 0.3611], [0.7087, -0.8579, 0.3535], [-1.3169, 0.2817, 0.0432], [1.2532, 0.3283, 0.0328], [0.0656, 1.6871, -0.1842], [-3.3597, 0.6742, -0.0835], [3.3206, 0.6924, -0.0807], [-1.2731, -1.7863, 0.5817], [1.2811, -1.7464, 0.5620], [0.0520, 1.6058, -1.5858]]
}

***

[8]
{
  "formula": "C28H45BrN2OP2W",
  "method": "wB97M-V/def2-TZVPD",
  "total_charge": 4,
  "relative_energy_kj_mol": 0.0,
  "e_tot_ev": -125188.4963,
  "e_homo_ev": [-17.2, -17.2],
  "spin_multiplicity": 3,
  "fmax_ev_per_a": 3.6,
  "species": ["C", "C", "C", "C", "N", "C", "C", "C", "C", "C", "C", "C", "C", "C", "W", "P", "H", "H", "H", "H", "H", "H", "H", "H", "C", "C", "H", "H", "H", "H", "H", "C", "C", "H", "H", "H", "H", "H", "C", "C", "H", "H", "H", "H", "H", "Br", "P", "C", "C", "H", "H", "H", "H", "H", "C", "C", "H", "H", "H", "H", "H", "C", "C", "H", "H", "H", "H", "H", "C", "N", "C", "C", "O", "H", "H", "H", "H", "H", "H", "H"],
  "xyz": [[-0.3164, 4.6393, -3.0479], [-0.4824, 3.2730, -3.3737], [-0.8312, 2.9441, -4.6889], [-0.9740, 3.9964, -5.6140], [-0.8172, 5.2812, -5.2903], [-0.5158, 5.6100, -4.0335], [-0.4323, 2.3311, -2.2432], [-0.0650, 2.6122, -0.9725], [-0.9911, 2.2803, 0.1525], [-0.3095, 1.4682, 1.0697], [-0.8636, 0.2413, 1.4755], [-2.2969, 0.2984, 1.7108], [-3.0055, 0.9802, 0.7666], [-2.2513, 1.7276, -0.2167], [-0.5150, 0.5754, -0.9841], [1.5782, -0.4822, -0.2595], [-1.0290, 1.9210, -4.9873], [-0.0992, 4.9644, -2.0324], [-1.2334, 3.7892, -6.6527], [-0.4325, 6.6737, -3.7873], [-2.7720, 2.1290, -1.0886], [0.6988, 1.7653, 1.3588], [-4.0930, 0.9052, 0.6869], [-0.2565, -0.3944, 2.1242], [1.4353, -1.8850, 0.9132], [2.3938, -3.0625, 0.7427], [0.3927, -2.2274, 0.8977], [1.5808, -1.4367, 1.9083], [2.2359, -3.7469, 1.5896], [2.2213, -3.6343, -0.1796], [3.4472, -2.7543, 0.7636], [2.3350, -1.0376, -1.8067], [3.3200, -0.0566, -2.4479], [1.5171, -1.2880, -2.4953], [2.8156, -1.9883, -1.5470], [3.3530, -0.2467, -3.5280], [3.0346, 0.9910, -2.3116], [4.3314, -0.1917, -2.0469], [2.8400, 0.4914, 0.6470], [4.2001, -0.1731, 0.8839], [2.4174, 0.7456, 1.6342], [2.9613, 1.4336, 0.0908], [4.8995, 0.5874, 1.2486], [4.1523, -0.9512, 1.6564], [4.6572, -0.6217, -0.0072], [-2.8922, -0.4724, 3.2921], [-2.5524, -2.8944, -1.6838], [-0.8203, -3.4311, -1.3895], [-0.6277, -4.9125, -1.7615], [-0.5686, -3.2594, -0.3322], [-0.1505, -2.8013, -2.0017], [0.4400, -5.1577, -1.8208], [-1.0763, -5.5919, -1.0245], [-1.0739, -5.1304, -2.7425], [-3.4065, -3.1677, -0.0889], [-4.7126, -3.9488, -0.2827], [-3.5881, -2.2027, 0.3992], [-2.7278, -3.7423, 0.5540], [-5.1807, -4.1623, 0.6817], [-5.4371, -3.3910, -0.8783], [-4.5287, -4.9105, -0.7799], [-2.6299, -1.1284, -2.1208], [-3.1114, -0.9574, -3.5720], [-1.5612, -0.6792, -2.0589], [-3.3251, -0.6274, -1.4291], [-3.3213, 0.0938, -3.7887], [-2.3350, -1.2725, -4.2788], [-4.0117, -1.5415, -3.7914], [2.8666, 3.0284, 6.0928], [1.7150, 2.1492, 6.0640], [0.8676, 2.0435, 7.2426], [1.4407, 1.4560, 4.9342], [2.0737, 1.5735, 3.8786], [2.8611, 3.5508, 7.0505], [2.8235, 3.7444, 5.2655], [3.7942, 2.4526, 5.9951], [-0.1819, 2.2312, 6.9802], [0.9227, 1.0385, 7.6810], [1.2013, 2.7784, 7.9783], [0.5786, 0.7658, 5.0579]]
}